1.
The following is a DFT calculation (ωB97M-V/def2-TZVPD) of a 2-piece molecular cluster, C11H14N2O overall at a distorted geometry.

Calculated values
HOMO level (hartree): -0.291
Energy relative to the best compared isomer or geometry (same formula, charge and spin) (eV): 0.889
SMILES: Cc1c[nH]c2ccccc12.CC(N)=O
Calculated total energy (hartree): -612.3181
M (Da): 190.25
Kohn-Sham gap (eV): 8.7

Atoms and positions in Å:
C: -1.59236 -0.74188 2.25604
C: -1.27002 -1.49218 1.00560
C: -1.66716 -2.75509 0.76366
N: -1.47753 -3.06011 -0.58614
C: -0.85438 -2.00557 -1.20958
C: -0.40771 -1.90327 -2.50897
C: 0.06277 -0.63367 -2.88257
C: 0.10105 0.41547 -2.01740
C: -0.36685 0.29384 -0.69511
C: -0.82021 -0.91285 -0.23189
H: -2.27793 -1.23746 2.94334
H: -1.98378 0.25586 2.04255
H: -0.67668 -0.62108 2.83410
H: -1.90008 -3.55812 1.44406
H: -1.66843 -3.93666 -1.03201
H: -0.48063 -2.75541 -3.16954
H: 0.50449 -0.47232 -3.86046
H: 0.25479 1.43339 -2.35758
H: -0.40136 1.11582 0.00215
C: 2.70348 2.72351 0.12714
C: 1.31603 2.77111 0.78637
N: 1.17086 2.07545 1.96457
O: 0.50979 3.55100 0.33467
H: 2.57879 2.23414 -0.83906
H: 3.57553 2.35276 0.65961
H: 2.87377 3.77618 -0.10627
H: 0.27569 1.64320 2.12216
H: 1.91805 1.44394 2.21059

=====

2.
The following is a DFT calculation (ωB97M-V/def2-TZVPD) of a single C11H14N2O2 molecule at a distorted geometry.

Calculated values
HOMO level (hartree): -0.343
Energy relative to the best compared isomer or geometry (same formula, charge and spin) (eV): 0.774
SMILES: CC(C)[C@]1(O)c2ncccc2C(=O)N1C
Calculated total energy (hartree): -687.4959
M (Da): 206.25
Kohn-Sham gap (eV): 9.4

Atoms and positions in Å:
C: 1.97745 -1.24259 -1.60322
C: 1.44219 0.14264 -1.14248
C: 0.35818 0.62840 -2.07547
C: 0.97696 0.02540 0.29002
O: 1.86855 -0.76220 0.98849
C: -0.73360 -0.79117 0.30724
N: -1.17506 -1.84376 -0.39837
C: -2.54202 -2.01229 -0.31891
C: -3.36906 -1.32802 0.58902
C: -2.81771 -0.21533 1.27078
C: -1.49996 0.10422 1.08510
C: -0.72428 1.30511 1.43936
O: -1.01029 2.30763 2.09756
N: 0.58534 1.19102 1.04384
C: 1.62733 2.09420 1.41796
H: 2.76360 -1.66746 -0.93952
H: 2.33309 -1.13507 -2.67854
H: 1.18249 -2.03693 -1.57672
H: 2.19613 0.91681 -1.20309
H: -0.13720 1.44039 -1.66278
H: -0.25537 -0.16402 -2.22015
H: 0.99782 0.90123 -2.94273
H: 1.40957 -0.88988 1.86416
H: -3.08863 -2.66452 -0.94322
H: -4.41024 -1.49889 0.82015
H: -3.47408 0.33269 1.89981
H: 1.74321 2.87372 0.71953
H: 1.27687 2.57341 2.44756
H: 2.49870 1.41527 1.42463

=====

3.
The following is a DFT calculation (ωB97M-V/def2-TZVPD) of a single C11H14N2O4 molecule at a distorted geometry.

Calculated values
HOMO level (hartree): -0.324
Energy relative to the best compared isomer or geometry (same formula, charge and spin) (eV): 2.889
SMILES: N[C@@H](Cc1ccc(O)cc1)C(=O)NCC(=O)O
Calculated total energy (hartree): -837.9705
M (Da): 238.24
Kohn-Sham gap (eV): 9.3

Atoms and positions in Å:
N: -0.30018 -1.39927 -3.38525
C: -0.44368 -0.85749 -1.99070
C: -1.12208 -1.74502 -0.93618
C: -1.55294 -0.90948 0.21837
C: -1.18225 -1.23304 1.61035
C: -1.18875 -0.32274 2.65799
C: -1.34797 1.02749 2.39166
O: -0.94134 1.92544 3.34392
C: -2.05177 1.28867 1.17277
C: -2.16411 0.28141 0.17524
C: 0.92109 -0.53071 -1.47112
O: 1.84520 -0.63087 -2.18608
N: 1.04088 -0.21977 -0.16705
C: 2.56104 0.12167 0.21660
C: 3.08382 1.54875 -0.11444
O: 4.14669 1.82477 -0.56523
O: 2.13759 2.48926 0.00730
H: 0.69454 -1.45473 -3.70865
H: -1.07486 -1.91641 -3.68563
H: -0.97076 0.15812 -1.88690
H: -1.97138 -2.30322 -1.31436
H: -0.33120 -2.51152 -0.73926
H: -0.91382 -2.26799 1.85526
H: -1.00477 -0.54290 3.73229
H: -1.72576 2.44286 3.69050
H: -2.05931 2.27843 0.77677
H: -2.83966 0.66519 -0.59346
H: 0.17945 0.08012 0.26445
H: 3.13177 -0.59045 -0.30188
H: 2.87760 0.04247 1.24592
H: 2.56693 3.26093 -0.31318